[1]
Computed, not measured: C3H4ClNOS in the gas phase, with ωB97M-V/def2-TZVPD.

The geometry in ORCA input format:
```
! RIJCOSX wB97M-V def2-TZVPD def2/J DEFGRID3
* xyz 0 1
O -2.173 0.274 1.356
N -1.215 -0.126 0.430
C -0.051 0.253 0.786
C 1.183 -0.016 -0.107
Cl 2.116 1.474 -0.142
C 0.591 -0.342 -1.461
S 0.262 -1.884 -1.967
H -2.988 -0.124 0.993
H 0.162 0.679 1.779
H 1.653 -0.762 0.404
H 0.460 0.573 -2.069
*
```

The lowest unoccupied orbital energy is -0.6 eV. Its SMILES is O/N=C/[C@H](Cl)C=S. As for the orbital gap: 8.5 eV. The HOMO energy is -0.334 Ha. Its energy above the lowest of the compared OMol25 structures with the same formula, charge and spin is 2.691 eV.

Here are the natural (NBO) charges for atoms 1 to 5, given in e: -0.55, -0.12, 0.04, -0.33, -0.01



[2]
Computed, not measured: C3H4ClNOS2 in the gas phase, with ωB97M-V/def2-TZVPD.

The geometry in ORCA input format:
```
! RIJCOSX wB97M-V def2-TZVPD def2/J DEFGRID3
* xyz 0 1
S -0.714 -0.913 2.315
C -0.349 0.577 1.826
O 0.028 0.969 0.601
C 0.112 0.027 -0.428
C -1.178 -0.332 -1.091
Cl -1.946 1.098 -1.838
N 1.221 -0.416 -0.843
S 2.631 0.062 -0.026
H -0.359 1.422 2.494
H -0.986 -1.071 -1.869
H -1.899 -0.738 -0.373
H 3.439 -0.685 -0.767
*
```

The lowest unoccupied orbital energy is -0.1 eV. Its SMILES is S=CO/C(CCl)=N\S. As for the orbital gap: 9.4 eV. The HOMO energy is -0.347 Ha. Its energy above the lowest of the compared OMol25 structures with the same formula, charge and spin is 1.228 eV.

Here are the natural (NBO) charges for atoms 1 to 5, given in e: -0.04, 0.04, -0.50, 0.49, -0.44



[3]
Computed, not measured: 3 unconnected molecules or ions with the total composition C3H4ClO2S, with ωB97M-V/def2-TZVPD.

The geometry in ORCA input format:
```
! RIJCOSX wB97M-V def2-TZVPD def2/J DEFGRID3
* xyz -1 1
C -0.882 -0.495 -0.802
C -2.023 0.409 -0.173
C 2.196 0.714 0.331
O -0.387 -1.120 0.244
O 1.708 0.602 1.365
S 2.730 1.224 -1.050
Cl 2.541 -1.677 0.127
H -2.820 0.298 -0.846
H -1.531 1.502 -0.061
H -2.197 0.019 0.840
H 0.665 -1.478 0.026
*
```

The lowest unoccupied orbital energy is 3.4 eV. As for the orbital gap: 7.6 eV. The HOMO energy is -0.157 Ha. Its energy above the lowest of the compared OMol25 structures with the same formula, charge and spin is 1.728 eV.

Here are the natural (NBO) charges for atoms 1 to 5, given in e: 0.22, -0.77, 0.46, -0.74, -0.49



[4]
Computed, not measured: a gas-phase ion, C3H4ClO3 (charge -1), with ωB97M-V/def2-TZVPD.

The geometry in ORCA input format:
```
! RIJCOSX wB97M-V def2-TZVPD def2/J DEFGRID3
* xyz -1 3
C 1.256 0.513 -0.321
C -1.107 -0.712 -0.531
C 0.218 -0.112 0.672
O 1.036 1.774 -0.318
O 2.002 -0.135 -1.011
O -0.257 0.905 1.488
Cl 0.681 -1.530 1.506
H -1.018 -1.732 -0.612
H -1.986 -0.251 -0.074
H -0.842 -0.248 -1.589
H 0.017 1.528 0.791
*
```

The lowest unoccupied orbital energy (spin up / spin down) is 3.6 / 0.9 eV. As for the orbital gap (spin up / spin down): 3.1 / 6.7 eV. The HOMO energy (spin up / spin down) is 0.017 / -0.213 Ha.

Here are the natural (NBO) charges for atoms 1 to 5, given in e: 0.69, -0.79, 0.08, -0.76, -0.62



[5]
Computed, not measured: a gas-phase ion, C3H4ClO3S (charge -1), with ωB97M-V/def2-TZVPD.

The geometry in ORCA input format:
```
! RIJCOSX wB97M-V def2-TZVPD def2/J DEFGRID3
* xyz -1 1
C 0.900 0.203 0.547
C -1.347 0.741 -0.378
C -0.151 -0.223 -0.457
O 0.695 -0.352 1.844
O 1.435 -2.477 0.581
O 1.660 1.610 0.463
S 1.937 -1.172 1.063
Cl 0.571 -0.354 -2.053
H -1.942 0.782 -1.355
H -1.096 1.859 -0.374
H -2.042 0.627 0.522
H -0.619 -1.244 -0.404
*
```

The lowest unoccupied orbital energy is 3.6 eV. As for the orbital gap: 7.2 eV. The HOMO energy is -0.134 Ha. Its energy above the lowest of the compared OMol25 structures with the same formula, charge and spin is 3.213 eV.

Here are the natural (NBO) charges for atoms 1 to 5, given in e: 0.30, -0.63, -0.28, -0.67, -0.98



[6]
Computed, not measured: 2 unconnected molecules or ions with the total composition C3H4ClO4, with ωB97M-V/def2-TZVPD.

The geometry in ORCA input format:
```
! RIJCOSX wB97M-V def2-TZVPD def2/J DEFGRID3
* xyz -1 1
C 0.212 -0.560 1.173
C -0.632 -1.002 0.124
C 0.246 1.331 -1.174
O 0.045 0.255 2.120
O 1.414 -1.282 1.168
O -1.918 -0.530 -0.118
O -0.899 1.752 -1.058
Cl 0.775 0.593 -2.591
H -0.220 -1.422 -0.782
H 0.916 1.170 -0.303
H -1.832 0.428 -0.361
H 1.892 -0.732 1.802
*
```

The lowest unoccupied orbital energy (spin up / spin down) is 3.3 / 3.3 eV. As for the orbital gap (spin up / spin down): 5.9 / 5.9 eV. The HOMO energy (spin up / spin down) is -0.095 / -0.095 Ha. Its energy above the lowest of the compared OMol25 structures with the same formula, charge and spin is 3.041 eV.

Here are the natural (NBO) charges for atoms 1 to 5, given in e: 0.58, -0.22, 0.27, -0.78, -0.75



Calculated E (hartree), listed in the same order as above: -1104.98518; -1503.23384; -1125.56359; -802.46855; -1200.75232; -877.87254
Calculated maximum force (eV/A), listed in the same order as above: 4.29; 0.67; 3.45; 6.19; 6.76; 3.99